DFT (wB97M-V/def2-TZVPD) results for a single C5H7NO molecule.

Calculated values
**SMILES string**: C#CCCNC=O
**LUMO**: 0.9 eV
**Orbital gap**: 0.39640 hartree
**Molecular weight**: 97.12 g/mol

Structure (ORCA input):
```
! RIJCOSX wB97M-V def2-TZVPD def2/J DEFGRID3
* xyz 0 1
C -0.41 -1.82 1.60
C -0.65 -1.05 0.70
C -1.18 -0.20 -0.37
C -0.42 1.13 -0.60
N 0.90 1.13 0.00
C 1.73 0.10 -0.38
O 1.54 -0.57 -1.37
H -0.35 -2.53 2.39
H -2.21 0.00 -0.07
H -1.20 -0.80 -1.29
H -0.31 1.29 -1.68
H -0.98 1.97 -0.20
H 0.94 1.40 0.97
H 2.58 -0.05 0.30
*
```

DFT (wB97M-V/def2-TZVPD) results for a molecular structure, C35H35CoN4O3PS2.

Calculated values
**LUMO (alpha / beta)**: -0.5 / -0.5 eV
**Orbital gap (alpha / beta)**: 0.25773 / 0.26001 hartree
**Molecular weight**: 713.73 g/mol

Structure (ORCA input):
```
! RIJCOSX wB97M-V def2-TZVPD def2/J DEFGRID3
* xyz 0 4
Co -0.24 0.18 0.17
C -0.71 0.74 -3.19
O 0.17 0.53 -2.09
C 1.50 0.76 -2.28
C 2.03 1.44 -3.36
C 3.40 1.64 -3.44
C 4.24 1.16 -2.45
C 3.71 0.47 -1.37
C 2.34 0.25 -1.28
N 1.70 -0.42 -0.21
N 2.48 -1.15 0.48
C 2.07 -1.80 1.60
C 0.78 -1.68 2.21
O -0.17 -0.96 1.76
C 0.55 -2.40 3.43
C 1.50 -3.17 3.99
C 2.80 -3.33 3.40
C 3.77 -4.14 4.00
C 5.01 -4.29 3.43
C 5.30 -3.62 2.24
C 4.36 -2.82 1.63
C 3.08 -2.65 2.21
H -0.35 0.17 -4.05
H -0.79 1.80 -3.42
H -1.68 0.37 -2.87
H 1.38 1.83 -4.13
H 3.81 2.18 -4.28
H 5.31 1.32 -2.51
H 4.34 0.09 -0.58
H -0.43 -2.28 3.87
H 1.29 -3.71 4.91
H 3.52 -4.66 4.92
H 5.76 -4.92 3.90
H 6.27 -3.74 1.78
H 4.59 -2.32 0.71
C 1.47 4.14 -0.66
N 0.91 4.22 0.67
C 1.10 5.48 1.38
C 0.03 5.64 2.44
C 0.01 4.41 3.31
N -0.14 3.21 2.50
C -0.62 2.03 3.19
C 0.35 3.12 1.24
O 0.29 2.07 0.58
H 1.14 5.00 -1.25
H 1.13 3.23 -1.15
H 2.57 4.13 -0.63
H 1.04 6.28 0.65
H 2.10 5.52 1.83
H -0.94 5.76 1.96
H 0.23 6.53 3.04
H -0.83 4.44 4.00
H 0.93 4.34 3.91
H -1.48 2.32 3.80
H 0.15 1.61 3.84
H -0.94 1.27 2.50
S -2.14 3.36 -1.37
P -3.17 2.06 -0.31
S -2.56 0.11 -0.14
C -4.90 1.96 -0.91
C -5.53 3.15 -1.27
C -6.85 3.15 -1.68
C -7.55 1.95 -1.74
C -6.93 0.76 -1.39
C -5.61 0.77 -0.97
C -3.42 2.67 1.40
C -4.01 1.86 2.36
C -4.25 2.34 3.64
C -3.90 3.64 3.96
C -3.31 4.46 3.01
C -3.07 3.97 1.73
H -4.96 4.08 -1.25
H -7.33 4.08 -1.96
H -8.59 1.95 -2.07
H -7.48 -0.17 -1.44
H -5.12 -0.16 -0.70
H -4.28 0.84 2.11
H -4.72 1.70 4.37
H -4.09 4.02 4.96
H -3.05 5.48 3.26
H -2.62 4.60 0.97
*
```

DFT (wB97M-V/def2-TZVPD) results for 2 unconnected molecules or ions with the total composition C3H3F3.

Calculated values
**LUMO**: 0.9 eV
**Orbital gap**: 0.41073 hartree
**Molecular weight**: 96.05 g/mol

Structure (ORCA input):
```
! RIJCOSX wB97M-V def2-TZVPD def2/J DEFGRID3
* xyz 0 1
C 1.34 0.65 1.40
C 0.95 0.16 0.26
C 0.89 1.44 -1.38
F 0.71 -1.12 -0.11
F 0.61 0.62 -2.37
F -0.14 2.16 -1.10
H 1.48 0.19 2.30
H 1.70 1.68 1.31
H 1.79 2.01 -1.62
*
```

DFT (wB97M-V/def2-TZVPD) results for a molecular structure, C23H51N11O2Ti.

Calculated values
**LUMO**: -12.6 eV
**Orbital gap**: 0.25368 hartree
**Molecular weight**: 561.60 g/mol

Structure (ORCA input):
```
! RIJCOSX wB97M-V def2-TZVPD def2/J DEFGRID3
* xyz 4 1
Ti 0.09 0.29 0.19
N -1.82 1.27 1.05
C -2.25 1.24 2.48
C -1.35 0.35 3.38
N -0.28 -0.40 2.66
C 1.00 -0.34 3.41
C 2.16 -0.44 2.45
N 1.95 0.59 1.40
C -0.68 -1.82 2.56
C -1.86 -1.93 1.62
N -1.41 -1.35 0.34
H -1.81 2.25 0.77
H -2.57 0.86 0.50
H -3.28 0.90 2.55
H -2.24 2.25 2.87
H -1.98 -0.35 3.92
H -0.89 0.98 4.14
H 1.06 -1.15 4.15
H 1.08 0.59 3.96
H 2.21 -1.42 1.97
H 3.10 -0.28 2.98
H 2.73 0.59 0.75
H 1.99 1.50 1.86
H -0.93 -2.22 3.54
H 0.15 -2.40 2.16
H -2.72 -1.38 1.99
H -2.16 -2.97 1.51
H -2.20 -1.25 -0.29
H -0.81 -2.04 -0.10
C -1.35 -2.89 -2.32
N -0.68 -1.96 -3.21
C -0.62 -2.37 -4.63
C -0.39 -1.06 -5.37
N -0.23 -0.09 -4.28
C 0.21 1.24 -4.71
C -0.53 -0.61 -3.08
N -0.67 0.06 -1.91
C -1.03 1.48 -2.06
C 0.12 2.38 -1.66
N 0.48 2.23 -0.23
C 1.08 3.35 0.28
N 0.95 3.79 1.54
C 0.28 3.20 2.68
C 1.59 5.10 1.73
C 2.01 5.47 0.31
N 1.80 4.22 -0.44
C 2.58 3.99 -1.65
H -1.63 -3.76 -2.89
H -2.28 -2.47 -1.92
H -0.69 -3.24 -1.52
H -1.56 -2.84 -4.91
H 0.18 -3.10 -4.78
H -1.23 -0.78 -6.00
H 0.50 -1.08 -5.99
H 0.84 1.11 -5.58
H 0.80 1.74 -3.95
H -0.63 1.87 -5.01
H -1.92 1.68 -1.45
H -1.31 1.73 -3.08
H -0.16 3.41 -1.87
H 0.98 2.11 -2.27
H -0.20 2.27 2.39
H -0.47 3.90 3.07
H 0.99 3.03 3.48
H 2.42 5.02 2.43
H 0.87 5.80 2.15
H 3.05 5.79 0.25
H 1.39 6.26 -0.11
H 3.52 4.53 -1.54
H 2.08 4.37 -2.54
H 2.82 2.94 -1.76
O 1.29 -1.22 -0.38
C 2.26 -0.90 -1.17
O 2.49 0.26 -1.51
C 3.19 -2.02 -1.64
N 4.18 -1.44 -2.62
C 3.84 -1.99 -3.98
C 3.34 -3.39 -3.65
C 2.49 -3.18 -2.39
H 3.73 -2.38 -0.76
H 5.13 -1.72 -2.38
H 4.12 -0.42 -2.57
H 4.70 -1.96 -4.63
H 3.04 -1.37 -4.40
H 4.18 -4.06 -3.45
H 2.77 -3.82 -4.47
H 2.43 -4.07 -1.77
H 1.48 -2.88 -2.65
*
```

DFT (wB97M-V/def2-TZVPD) results for 2 unconnected molecules or ions with the total composition CH4NS.

Calculated values
**LUMO**: 4.3 eV
**Orbital gap**: 0.25285 hartree
**Molecular weight**: 62.12 g/mol

Structure (ORCA input):
```
! RIJCOSX wB97M-V def2-TZVPD def2/J DEFGRID3
* xyz -1 1
S -1.23 -0.38 1.62
H -0.71 0.76 1.17
C 0.80 0.11 -1.51
N 1.83 0.62 -2.03
H -0.14 0.56 -1.78
H 0.81 -0.71 -0.79
H 2.72 0.21 -1.75
*
```

DFT (wB97M-V/def2-TZVPD) results for a single C2H3NP2 molecule.

Calculated values
**LUMO (alpha / beta)**: -1.4 / -1.4 eV
**Orbital gap (alpha / beta)**: 0.23781 / 0.23789 hartree
**Molecular weight**: 103.00 g/mol

Structure (ORCA input):
```
! RIJCOSX wB97M-V def2-TZVPD def2/J DEFGRID3
* xyz 0 1
C 0.63 -0.63 -0.15
C 0.81 1.80 -0.02
N 0.89 0.60 0.10
P -2.60 0.31 0.11
P -1.07 -1.05 0.14
H 1.40 -1.38 -0.02
H 1.07 2.43 0.71
H -1.14 -2.08 -0.87
*
```

DFT (wB97M-V/def2-TZVPD) results for a single C3H3FN2S molecule.

Calculated values
**SMILES string**: Cc1snnc1F
**LUMO**: 0.2 eV
**Orbital gap**: 0.36663 hartree
**Molecular weight**: 118.14 g/mol

Structure (ORCA input):
```
! RIJCOSX wB97M-V def2-TZVPD def2/J DEFGRID3
* xyz 0 1
C 1.33 -0.20 -0.57
C -0.01 -0.25 0.07
S -0.62 -1.61 1.00
N -1.98 -0.68 1.40
N -2.04 0.46 0.88
C -0.89 0.79 0.21
F -0.75 1.91 -0.46
H 2.00 0.65 -0.20
H 1.70 -1.22 -0.70
H 1.25 0.16 -1.64
*
```

DFT (wB97M-V/def2-TZVPD) results for a molecular structure, C18H22BN3O11P2Sc.

Calculated values
**LUMO**: 2.4 eV
**Orbital gap**: 0.26904 hartree
**Molecular weight**: 574.10 g/mol

Structure (ORCA input):
```
! RIJCOSX wB97M-V def2-TZVPD def2/J DEFGRID3
* xyz -1 1
Sc 0.85 -0.67 0.69
O -0.73 -0.01 4.57
C -0.10 0.06 3.54
N 0.61 -0.90 2.87
C 1.15 -1.95 3.57
O 0.91 -2.32 4.71
C 2.24 -2.65 2.78
C 2.74 -3.87 3.22
C 3.75 -4.46 2.49
C 4.25 -3.81 1.37
C 3.70 -2.59 1.01
N 2.72 -2.03 1.71
C 0.05 1.42 2.86
C -0.57 2.53 3.39
C -0.38 3.75 2.76
C 0.41 3.81 1.62
C 0.97 2.64 1.15
N 0.80 1.47 1.76
H 2.31 -4.32 4.10
H 4.14 -5.43 2.78
H 5.03 -4.25 0.76
H 4.03 -2.06 0.13
H -1.18 2.41 4.28
H -0.85 4.65 3.15
H 0.58 4.74 1.09
H 1.55 2.62 0.23
O -0.20 -3.12 -2.40
P 0.87 -3.33 -1.24
O 1.22 -4.74 -1.04
O 0.43 -2.50 -0.02
O 2.16 -2.50 -1.82
P 2.14 -0.93 -2.14
O 3.56 -0.69 -2.83
O 1.01 -0.60 -3.03
O 2.25 -0.24 -0.78
H -0.20 -2.20 -2.71
H 3.49 -0.80 -3.78
C -4.28 0.65 -1.89
C -2.76 0.74 -1.96
C -2.28 0.25 -3.32
O -2.21 -0.16 -0.98
B -1.05 0.40 -0.44
O -0.98 1.75 -0.82
C -2.17 2.12 -1.54
C -3.05 2.90 -0.58
C -1.76 3.01 -2.70
H -4.59 -0.36 -2.16
H -4.75 1.35 -2.58
H -4.64 0.85 -0.88
H -2.60 -0.78 -3.46
H -1.19 0.28 -3.38
H -2.69 0.85 -4.14
H -3.32 2.29 0.29
H -3.97 3.24 -1.06
H -2.50 3.77 -0.22
H -0.99 2.53 -3.31
H -1.35 3.94 -2.31
H -2.61 3.26 -3.34
*
```

DFT (wB97M-V/def2-TZVPD) results for a single C5H8N2O4 molecule.

Calculated values
**LUMO (alpha / beta)**: 0.5 / 0.5 eV
**Orbital gap (alpha / beta)**: 0.28999 / 0.29534 hartree
**Molecular weight**: 160.13 g/mol

Structure (ORCA input):
```
! RIJCOSX wB97M-V def2-TZVPD def2/J DEFGRID3
* xyz 0 1
C -0.96 1.47 0.12
C -1.25 0.16 0.20
C 1.02 -0.21 0.22
C -2.65 -1.76 -0.30
C 3.26 -0.76 -0.32
N 1.20 1.03 0.39
N -1.49 2.69 0.19
O 2.05 1.90 0.49
O -0.21 -0.66 0.32
O -2.49 -0.39 0.08
O 1.96 -1.14 0.08
H -2.79 -2.41 0.52
H -1.84 -2.13 -0.90
H -3.75 -1.83 -0.69
H 3.44 -0.56 -1.36
H 3.92 -1.68 -0.20
H 3.56 0.10 0.18
H -0.87 3.35 -0.02
H -2.10 2.85 0.98
*
```

DFT (wB97M-V/def2-TZVPD) results for 40 unconnected molecules or ions with the total composition H80O40.

Calculated values
**LUMO**: -0.7 eV
**Orbital gap**: 0.35527 hartree
**Molecular weight**: 720.60 g/mol

Structure (ORCA input):
```
! RIJCOSX wB97M-V def2-TZVPD def2/J DEFGRID3
* xyz 0 1
H 0.06 2.79 6.05
H 1.43 3.21 5.68
O 0.86 2.38 5.71
H 1.75 -1.65 -5.58
H 0.24 -2.21 -5.63
O 0.96 -1.74 -5.23
H -4.12 4.08 -1.21
H -3.19 3.64 -2.42
O -3.15 3.93 -1.47
H 0.07 2.40 2.49
H -0.03 2.46 4.19
O -0.23 1.93 3.33
H -4.64 -2.88 4.05
H -4.43 -3.25 2.76
O -4.07 -3.35 3.58
H -1.91 -1.17 -4.32
O -1.86 -1.01 -5.28
H 1.00 -5.95 3.05
O 1.94 -5.51 3.15
H -3.44 -0.10 0.07
H -3.75 -0.48 1.47
O -4.19 -0.16 0.84
H 1.06 1.23 0.74
H 0.83 2.65 0.26
O 0.61 1.75 0.03
H 1.52 -1.76 2.75
H 1.86 -0.66 3.90
O 2.19 -1.23 3.16
H -1.79 -4.16 -3.79
H -0.73 -5.04 -3.59
O -0.80 -4.15 -4.10
H 3.72 0.86 0.69
O 4.18 0.58 -0.14
H -2.68 2.31 -2.57
H -2.90 2.11 -4.18
O -2.30 2.06 -3.39
H 3.50 -4.82 -2.35
H 4.65 -3.60 -2.29
O 4.14 -4.23 -2.71
H -0.32 -1.29 1.80
H -0.78 -0.04 2.25
O -0.10 -0.42 1.72
H 2.35 5.53 0.49
H 1.63 6.51 -0.46
O 1.75 6.42 0.48
H -4.50 -2.63 -1.50
H -5.63 -3.28 -1.02
O -4.90 -2.62 -0.67
H -0.30 1.64 -1.65
H 0.73 2.44 -2.02
O 0.34 1.59 -2.43
H -5.93 -0.33 -0.14
O -6.70 -0.96 0.00
H 2.71 0.20 1.94
H 3.47 1.37 2.75
O 2.66 1.26 1.99
H -0.06 -4.70 -1.27
O -0.56 -5.48 -1.49
H -0.58 3.24 -2.77
H -0.86 4.73 -2.43
O -0.23 4.19 -2.66
H 4.59 -3.46 0.95
H 4.24 -3.69 2.40
O 4.88 -3.52 1.77
H 1.71 -0.43 6.39
H 0.47 -0.76 5.71
O 1.28 -0.55 5.60
H -2.90 -4.76 4.00
H -2.19 -4.20 5.23
O -2.02 -4.46 4.43
H -1.15 3.58 0.40
H -0.71 4.17 -0.72
O -0.40 4.07 0.20
H -3.76 -0.83 -3.18
H -5.22 -0.73 -2.76
O -4.65 -1.22 -3.46
H 2.41 1.40 -4.55
H 2.71 1.93 -6.09
O 2.78 1.25 -5.35
H 3.31 2.74 3.99
H 3.04 3.86 2.96
O 2.83 3.59 3.85
H -0.24 -0.76 -1.86
H -0.64 -1.72 -2.68
O -0.93 -1.37 -1.95
H 3.77 3.46 0.00
H 3.10 3.43 1.33
O 3.58 4.00 0.80
H 2.76 -2.18 -0.47
O 3.68 -1.94 -0.55
H -0.55 4.33 -4.66
H -0.70 3.42 -5.84
O -1.18 3.97 -5.28
H -6.48 -1.72 0.64
H -1.27 -0.28 -5.37
H -1.18 -5.81 -0.80
H 1.99 -5.25 4.11
H 3.75 0.87 -0.96
H 3.87 -1.23 0.15
O 2.25 -5.53 0.00
H 2.73 -6.24 0.19
H 2.16 -5.03 0.83
O 1.29 -2.93 -0.85
H 0.81 -2.12 -0.59
H 1.48 -2.96 -1.82
O 5.68 2.15 3.12
H 5.01 1.55 3.42
H 5.77 1.92 2.37
O 2.74 3.15 -2.10
H 3.08 2.55 -2.72
H 3.27 3.90 -2.08
O -4.38 2.46 0.42
H -4.48 1.61 0.14
H -4.17 2.58 1.29
O -3.88 1.34 4.17
H -4.78 1.09 4.18
H -3.32 1.39 3.51
O -2.42 0.53 -0.89
H -2.09 -0.04 -1.50
H -1.87 0.78 -0.04
*
```

DFT (wB97M-V/def2-TZVPD) results for a gas-phase ion, C6H10N (charge +1).

Calculated values
**SMILES string**: C/C=C1C(C)=C/1[NH3+]
**LUMO**: -4.1 eV
**Orbital gap**: 0.29353 hartree
**Molecular weight**: 96.15 g/mol

Structure (ORCA input):
```
! RIJCOSX wB97M-V def2-TZVPD def2/J DEFGRID3
* xyz 1 1
C -2.67 -0.23 0.10
C -1.40 -1.03 -0.12
C -0.16 -0.56 -0.18
C 1.28 -0.41 -0.24
C 2.50 -1.23 -0.71
C 0.64 0.66 0.12
N 0.66 1.88 0.95
H -2.67 0.45 0.85
H -3.59 -0.82 0.09
H -2.66 0.38 -0.81
H -1.43 -2.03 -0.52
H 3.50 -0.87 -0.39
H 2.27 -1.49 -1.79
H 2.37 -2.08 -0.11
H 1.43 1.89 1.59
H -0.21 1.90 1.44
H 0.66 2.61 0.24
*
```

DFT (wB97M-V/def2-TZVPD) results for a molecular structure, C21H26N4O2PdS.

Calculated values
**LUMO (alpha / beta)**: -12.0 / -15.5 eV
**Orbital gap (alpha / beta)**: 0.30304 / 0.17493 hartree
**Molecular weight**: 504.95 g/mol

Structure (ORCA input):
```
! RIJCOSX wB97M-V def2-TZVPD def2/J DEFGRID3
* xyz 4 5
Pd -0.85 -0.06 0.04
O 2.98 7.10 -0.81
C 1.95 6.45 -1.20
O 1.19 6.75 -2.10
C 1.44 5.18 -0.54
C 0.99 5.22 0.79
C 0.55 4.06 1.37
C 0.49 2.86 0.63
C 0.85 2.87 -0.72
C 1.30 4.02 -1.32
N 0.09 1.64 1.21
C 0.19 1.40 2.46
C -0.24 0.13 3.01
C -0.06 -0.19 4.35
C -0.46 -1.44 4.81
C -1.04 -2.33 3.93
C -1.20 -1.94 2.59
N -0.80 -0.76 2.15
H 3.51 6.75 -0.09
H 1.02 6.14 1.36
H 0.22 4.09 2.40
H 0.80 1.95 -1.30
H 1.57 4.04 -2.37
H 0.62 2.12 3.16
H 0.40 0.53 5.01
H -0.30 -1.71 5.85
H -1.37 -3.30 4.24
H -1.67 -2.61 1.89
C -0.62 -2.36 -2.27
S 0.62 -1.23 -1.61
C 1.83 -2.39 -0.97
H -0.13 -3.00 -3.01
H -1.40 -1.79 -2.76
H -1.02 -3.00 -1.48
H 1.38 -3.05 -0.23
H 2.66 -1.83 -0.54
H 2.19 -2.97 -1.81
N -2.92 0.13 -0.88
C -4.00 0.37 -1.23
N -5.25 0.57 -1.60
C -6.26 0.88 -0.60
C -7.13 2.07 -1.06
C -7.72 1.83 -2.44
C -6.68 1.44 -3.47
C -5.66 0.38 -2.98
H -5.78 1.08 0.36
H -6.91 0.00 -0.49
H -6.51 2.97 -1.06
H -7.92 2.22 -0.32
H -8.24 2.73 -2.78
H -8.52 1.09 -2.39
H -6.11 2.32 -3.78
H -7.16 1.06 -4.37
H -4.78 0.36 -3.62
H -6.15 -0.60 -3.05
*
```